Entry 1:
{"formula": "C31H51BrIrN2OP2", "method": "ωB97M-V/def2-TZVPD", "symbols": ["N", "C", "C", "C", "C", "C", "C", "Ir", "P", "C", "C", "C", "C", "C", "C", "C", "Br", "H", "H", "H", "H", "H", "H", "H", "H", "H", "H", "P", "C", "C", "H", "H", "H", "H", "H", "C", "C", "H", "H", "H", "H", "H", "C", "C", "H", "H", "H", "H", "H", "C", "C", "H", "H", "H", "H", "H", "C", "C", "H", "H", "H", "H", "H", "C", "C", "H", "H", "H", "H", "H", "O", "C", "C", "C", "C", "C", "C", "N", "H", "H", "H", "H", "H", "H", "H", "H", "H", "H", "H"], "positions_angstrom": [[5.82, -2.69, -0.04], [5.36, -2.29, 1.14], [4.18, -1.54, 1.25], [3.40, -1.34, 0.08], [3.95, -1.67, -1.17], [5.17, -2.38, -1.16], [1.92, -1.19, 0.31], [0.52, 0.17, -0.19], [-3.22, 0.10, -1.12], [1.03, -1.59, -0.82], [0.16, -2.79, -0.58], [-0.47, -3.37, -1.69], [-1.36, -4.42, -1.53], [-1.65, -4.91, -0.24], [-0.90, -4.44, 0.85], [0.01, -3.40, 0.67], [-2.92, -6.20, 0.00], [1.73, -1.63, 1.29], [1.46, -1.60, -1.82], [3.79, -1.27, 2.24], [3.39, -1.58, -2.11], [5.91, -2.58, 2.04], [5.59, -2.72, -2.12], [-0.25, -3.00, -2.69], [0.55, -3.01, 1.52], [-1.84, -4.86, -2.39], [-1.04, -4.84, 1.84], [1.19, 1.44, -1.78], [-3.13, -1.46, -0.17], [-4.25, -2.42, -0.59], [-3.22, -1.20, 0.89], [-2.14, -1.89, -0.36], [-4.26, -3.29, 0.08], [-5.24, -1.93, -0.53], [-4.13, -2.79, -1.61], [-2.18, -0.27, -2.56], [-3.01, -0.68, -3.78], [-1.47, -1.05, -2.25], [-1.63, 0.66, -2.77], [-2.34, -0.92, -4.62], [-3.63, -1.57, -3.58], [-3.68, 0.12, -4.10], [-2.66, 1.45, -0.07], [-3.81, 2.35, 0.38], [-1.91, 2.02, -0.64], [-2.19, 0.98, 0.81], [-3.42, 3.25, 0.88], [-4.41, 2.68, -0.47], [-4.48, 1.85, 1.08], [0.37, 3.10, -1.75], [1.22, 4.36, -1.75], [-0.27, 3.10, -0.85], [-0.30, 3.11, -2.61], [1.90, 4.42, -0.90], [1.81, 4.47, -2.67], [0.55, 5.23, -1.70], [0.82, 0.82, -3.48], [1.99, 0.69, -4.45], [0.07, 1.51, -3.89], [0.31, -0.14, -3.37], [2.47, 1.65, -4.65], [2.74, -0.01, -4.09], [1.61, 0.31, -5.40], [2.99, 1.74, -1.66], [3.39, 1.97, -0.20], [3.25, 2.59, -2.30], [3.52, 0.86, -2.07], [4.32, 1.45, 0.04], [3.52, 3.03, 0.03], [2.63, 1.56, 0.49], [-0.45, -0.12, 1.61], [-0.58, 0.69, 2.59], [-1.84, 0.65, 3.41], [-1.66, 0.47, 4.92], [-1.22, 1.75, 5.62], [0.18, 2.21, 5.23], [0.33, 2.68, 3.79], [0.38, 1.57, 2.83], [-2.38, 1.60, 3.23], [-2.47, -0.16, 3.02], [-2.62, 0.15, 5.34], [-0.95, -0.34, 5.12], [-1.94, 2.55, 5.38], [-1.24, 1.59, 6.70], [0.48, 3.04, 5.88], [0.90, 1.39, 5.42], [-0.49, 3.37, 3.52], [1.26, 3.23, 3.68], [1.13, 1.58, 2.13]], "spin_multiplicity": 6, "homo_lumo_gap_ev": [6.012, 3.644], "total_charge": 4, "total_energy_ha": -4755.90505, "e_lumo_ev": [-12.8, -15.3], "s2": 8.7801, "max_force_ha_per_bohr": 0.10497}

***

Entry 2:
{"formula": "C3H12O3", "method": "ωB97M-V/def2-TZVPD", "symbols": ["C", "C", "C", "O", "H", "H", "H", "H", "H", "H", "H", "H", "O", "H", "H", "O", "H", "H"], "positions_angstrom": [[9.32, -3.99, -23.61], [9.15, -4.51, -22.12], [10.29, -3.96, -21.22], [7.92, -3.96, -21.61], [9.49, -2.92, -23.57], [8.34, -4.13, -24.06], [10.00, -4.57, -24.24], [9.09, -5.60, -22.15], [10.29, -2.90, -20.94], [11.29, -4.14, -21.62], [10.24, -4.47, -20.26], [7.26, -4.14, -22.29], [7.72, -1.25, -19.25], [8.22, -1.51, -18.47], [7.62, -2.06, -19.75], [7.79, -4.41, -18.84], [6.86, -4.65, -18.79], [7.96, -4.33, -19.78]], "spin_multiplicity": 2, "homo_lumo_gap_ev": [3.040, 10.612], "total_charge": -1, "relative_energy_ev": 0.067, "total_energy_ha": -347.17219, "e_lumo_ev": [4.0, 3.8], "s2": 0.7504, "max_force_ha_per_bohr": 0.04873}

***

Entry 3:
{"formula": "C9H18CdO17S2", "method": "ωB97M-V/def2-TZVPD", "symbols": ["Cd", "S", "O", "O", "O", "O", "S", "O", "O", "O", "O", "C", "O", "C", "O", "O", "C", "H", "H", "H", "H", "H", "H", "C", "O", "C", "O", "O", "C", "H", "H", "H", "H", "H", "H", "C", "O", "C", "O", "O", "C", "H", "H", "H", "H", "H", "H"], "positions_angstrom": [[-0.86, -0.55, 0.08], [-2.85, -1.08, -1.57], [-2.78, 0.03, -0.54], [-3.68, -2.16, -1.08], [-3.23, -0.60, -2.91], [-1.39, -1.55, -1.61], [-1.92, -2.81, 2.45], [-3.12, -1.99, 2.76], [-2.32, -4.07, 1.80], [-1.02, -2.03, 1.50], [-1.10, -3.02, 3.68], [-2.10, 2.31, -2.89], [-0.70, 2.40, -3.24], [0.16, 1.85, -2.40], [-0.15, 1.25, -1.42], [1.44, 2.02, -2.79], [1.71, 2.48, -4.10], [-2.24, 2.38, -1.81], [-2.51, 1.34, -3.18], [-2.57, 3.12, -3.44], [1.51, 3.55, -4.16], [1.20, 1.88, -4.84], [2.79, 2.41, -4.27], [2.79, -1.00, -2.06], [3.13, -1.69, -0.88], [2.18, -1.80, 0.06], [1.25, -1.03, 0.16], [2.56, -2.72, 0.91], [1.73, -2.97, 2.07], [3.66, -0.49, -2.48], [2.05, -0.23, -1.84], [2.36, -1.65, -2.83], [0.73, -3.33, 1.83], [1.49, -2.04, 2.59], [2.30, -3.65, 2.70], [-1.95, 0.63, 3.98], [-0.59, 1.15, 3.99], [0.01, 1.17, 2.83], [-0.47, 0.86, 1.78], [1.25, 1.64, 2.98], [1.93, 2.03, 1.77], [-2.32, 0.66, 5.00], [-2.00, -0.38, 3.57], [-2.57, 1.28, 3.37], [1.19, 2.35, 1.03], [2.46, 1.18, 1.34], [2.55, 2.86, 2.09]], "homo_lumo_gap_ev": 4.988, "total_charge": -2, "relative_energy_ev": 0.000, "total_energy_ha": -2597.02500, "e_lumo_ev": 3.9, "max_force_ha_per_bohr": 0.04894}

***

Entry 4:
{"formula": "CH9O4", "method": "ωB97M-V/def2-TZVPD", "symbols": ["C", "O", "H", "H", "H", "H", "H", "O", "H", "H", "O", "H", "H", "O"], "positions_angstrom": [[0.26, -2.03, -0.93], [-0.37, -0.83, -0.53], [-0.15, -2.89, -0.33], [1.34, -1.95, -0.67], [0.05, -2.19, -2.01], [1.19, 2.57, 1.02], [0.72, 1.26, 1.68], [0.99, 2.21, 1.91], [-1.00, 0.71, -1.49], [-1.29, 2.23, -1.34], [-1.59, 1.43, -1.76], [0.03, -0.53, 0.41], [-0.45, 0.25, 2.23], [0.28, -0.26, 1.80]], "homo_lumo_gap_ev": 8.536, "total_charge": -1, "relative_energy_ev": 0.484, "total_energy_ha": -344.47714, "e_lumo_ev": 4.0, "max_force_ha_per_bohr": 0.03094}

***

Entry 5:
{"formula": "C3HBiLiO4", "method": "ωB97M-V/def2-TZVPD", "symbols": ["O", "C", "O", "O", "Bi", "C", "C", "O", "Li", "H"], "positions_angstrom": [[1.83, 0.82, 0.03], [1.53, -0.33, -0.40], [0.26, -0.77, -0.13], [2.42, -1.14, -0.03], [0.34, 2.24, 0.26], [-0.64, 0.18, 0.10], [-1.95, -0.19, 0.12], [-3.09, -0.32, 0.11], [-5.25, -0.88, -0.05], [3.01, -0.26, 0.50]], "spin_multiplicity": 2, "homo_lumo_gap_ev": [8.076, 8.293], "total_charge": 4, "relative_energy_ev": 0.168, "total_energy_ha": -635.89604, "e_lumo_ev": [-20.7, -21.8], "s2": 0.7614, "max_force_ha_per_bohr": 0.13458}

***

Entry 6:
{"formula": "C4H9N2O", "method": "ωB97M-V/def2-TZVPD", "symbols": ["C", "C", "C", "C", "N", "N", "O", "H", "H", "H", "H", "H", "H", "H", "H", "H"], "positions_angstrom": [[-1.32, -0.25, -0.24], [0.26, 1.46, 0.42], [1.50, -0.18, -0.76], [1.71, -1.18, 0.28], [-1.09, 0.97, 0.23], [-2.55, -0.67, -0.39], [1.07, 1.02, -0.67], [0.27, 2.55, 0.37], [0.69, 1.13, 1.37], [1.91, -0.40, -1.75], [1.17, -1.01, 1.21], [2.79, -1.20, 0.49], [1.48, -2.18, -0.09], [-1.82, 1.65, 0.42], [-2.72, -1.59, -0.76], [-3.36, -0.11, -0.13]], "homo_lumo_gap_ev": 7.846, "total_charge": 1, "relative_energy_ev": 3.407, "total_energy_ha": -342.23205, "e_lumo_ev": -5.0, "max_force_ha_per_bohr": 0.03427}